Record 1
The following is a quantum chemistry calculation of a structure of composition C20H42F6MnN5O12S2 in a non-equilibrium geometry, from the Open Molecules 2025 dataset.

Structure (XYZ):
```
88
Properties=species:S:1:pos:R:3:forces:R:3:lowdin_spin:R:1
Mn 22.34653 0.55382 -15.28888 -1.50 3.56 1.57 4.7670
C 21.04712 2.62247 -19.23430 0.13 0.41 1.68 0.0022
F 22.15033 3.50126 -19.22920 -1.43 -1.53 -0.53 0.0002
F 20.12893 3.06818 -20.10506 1.19 -0.40 0.64 0.0007
F 21.43282 1.36123 -19.55827 -0.06 1.62 -0.09 0.0001
S 20.31689 2.56973 -17.41581 -4.22 -0.46 0.03 0.0072
O 19.01073 1.86766 -17.62086 3.43 1.94 -0.04 0.0032
O 21.26246 1.72915 -16.65400 1.21 -0.27 -0.62 0.0462
O 20.24127 3.94612 -16.88662 0.77 -1.62 -1.29 0.0022
C 18.50892 2.41402 -13.09268 2.47 0.87 -1.77 0.0014
F 18.92309 3.35661 -14.01831 -0.50 -0.52 0.43 0.0001
F 19.04245 2.85302 -11.94288 -0.21 -0.72 0.20 0.0002
F 17.21149 2.44311 -13.02791 -0.55 -0.19 0.26 0.0004
S 19.09571 0.72522 -13.80222 -3.50 -2.17 -0.83 0.0063
O 18.68101 -0.20051 -12.72274 1.48 1.62 -1.44 0.0039
O 18.27487 0.66038 -15.02599 1.23 0.36 2.07 0.0027
O 20.53041 0.70858 -14.17955 0.50 0.02 0.99 0.0427
C 22.63236 4.64253 -14.08297 0.56 -0.90 -0.27 0.0049
C 23.63886 3.39843 -13.82653 -0.18 0.74 -1.57 0.0138
C 24.30711 3.59159 -12.44461 -0.66 -0.52 -0.06 0.0027
O 23.11716 2.14212 -14.19605 -0.06 -0.55 0.42 0.1037
H 21.82607 4.77713 -13.36194 0.04 -0.41 0.09 0.0000
H 22.19478 4.61567 -15.08092 -0.32 -0.79 -0.01 0.0004
H 23.16009 5.59518 -14.12837 0.67 0.17 0.53 0.0004
H 24.44526 3.56149 -14.54153 0.32 0.42 -0.32 0.0017
H 23.52834 3.45294 -11.69468 0.26 -0.13 0.37 0.0001
H 24.74241 4.58209 -12.31218 -0.43 0.39 -0.37 0.0003
H 25.18126 2.96710 -12.26032 -0.33 -0.64 -0.09 0.0001
C 27.54668 -1.86644 -10.28939 2.40 -1.55 0.40 0.0000
O 28.24173 -2.80308 -10.70368 -1.06 0.87 0.44 0.0000
N 27.26226 -0.79570 -11.00299 -1.49 1.54 -0.10 0.0000
C 26.41792 0.30636 -10.49766 1.00 0.96 -0.39 0.0000
C 27.90542 -0.50836 -12.27033 -0.36 -0.18 0.00 0.0000
H 27.34183 -1.72603 -9.21677 -0.68 -0.44 -0.01 0.0000
H 25.87281 0.23275 -9.55664 0.15 -0.97 -0.16 0.0000
H 25.74720 0.69686 -11.26300 -0.30 -0.58 -0.11 0.0000
H 27.09320 1.14936 -10.35118 0.17 0.26 0.23 0.0000
H 27.92647 0.58038 -12.31831 0.24 -0.06 -0.42 0.0000
H 28.90710 -0.93382 -12.33134 -0.08 0.02 0.27 0.0000
H 27.32573 -0.91901 -13.09703 -0.02 0.14 -0.16 0.0000
C 27.72390 5.99177 -17.50458 -1.15 -0.71 1.94 0.0001
O 27.82237 6.12045 -18.67098 0.23 0.34 -2.48 0.0026
N 26.67406 5.33604 -16.86821 1.14 1.19 2.03 0.0137
C 26.89489 5.13280 -15.40209 -1.04 -0.18 0.47 0.0004
C 25.68704 4.53067 -17.51569 -0.53 -2.17 -0.25 0.0012
H 28.44163 6.40837 -16.78104 0.04 -0.02 0.09 -0.0001
H 27.28542 5.97413 -14.82961 0.76 0.33 -0.89 0.0000
H 27.43294 4.23455 -15.09919 0.41 -0.09 -0.59 0.0002
H 25.98402 5.03084 -14.81216 -0.77 -0.25 -0.74 0.0003
H 24.64079 4.63924 -17.22988 -0.04 0.94 0.32 0.0005
H 25.69075 4.41852 -18.59990 0.60 0.94 -0.02 0.0000
H 25.83526 3.49436 -17.21207 0.26 -0.32 0.20 0.0007
C 18.98268 8.04309 -10.50551 -2.54 0.13 -0.31 0.0000
O 17.91199 8.30135 -9.95830 1.18 -0.15 0.09 0.0003
N 19.02021 7.32612 -11.66125 0.38 0.78 -0.02 0.0005
C 17.84884 6.58525 -12.15764 -0.13 0.43 1.11 0.0000
C 20.30843 7.08013 -12.23615 0.03 -1.53 0.13 0.0001
H 19.94754 8.41367 -10.12614 0.03 -0.13 -0.17 0.0000
H 17.27853 6.33428 -11.26328 -0.02 -0.35 -0.03 0.0000
H 18.13877 5.68342 -12.69685 0.16 0.16 0.04 0.0000
H 17.14013 7.17838 -12.73559 0.40 0.23 -0.33 0.0000
H 21.09851 7.57975 -11.67556 -0.17 0.16 -0.28 0.0000
H 20.43185 6.00366 -12.11746 0.66 -0.24 -0.23 0.0000
H 20.37810 7.26793 -13.30758 -0.09 0.45 -0.01 0.0001
C 23.01419 9.57218 -16.19356 -0.30 2.71 -0.02 -0.0168
O 23.84164 10.47968 -16.24988 -0.70 -1.73 0.02 0.2892
N 23.25344 8.29337 -16.58926 -1.44 -3.18 0.16 0.4878
C 24.41389 7.80251 -17.25549 -0.03 1.20 -1.04 0.0645
C 22.16440 7.24977 -16.43981 0.24 -0.03 0.80 0.0460
H 21.94938 9.72856 -15.96135 0.31 0.07 0.41 -0.0044
H 24.83681 8.62176 -17.83693 0.22 0.08 0.09 0.0119
H 24.03515 7.05100 -17.94823 0.62 -0.42 0.32 0.0091
H 25.17604 7.49880 -16.53786 0.04 -0.58 0.08 0.0343
H 21.44732 7.24936 -17.26073 0.13 0.42 -0.32 0.0280
H 22.54624 6.23186 -16.36135 0.74 0.21 -0.55 0.0057
H 21.60324 7.28625 -15.50607 0.01 1.02 0.10 0.0092
C 23.73141 8.65985 -11.72504 -1.08 0.16 -4.11 0.0000
O 23.00493 9.25798 -12.53819 0.63 -0.23 1.27 -0.0003
N 24.88192 8.04629 -12.15896 -2.57 1.04 3.93 0.0001
C 25.51360 7.31870 -11.07487 0.74 0.08 -1.63 0.0000
C 25.44297 8.11539 -13.45055 -0.98 -0.11 0.03 0.0001
H 23.36366 8.43438 -10.71206 0.61 0.22 0.01 0.0000
H 25.16966 7.74205 -10.13116 0.38 -0.41 -0.02 0.0000
H 26.56130 7.52462 -11.29402 0.43 -0.60 0.99 0.0000
H 25.24847 6.27273 -11.22894 0.43 -0.20 0.68 0.0001
H 26.43912 8.54024 -13.32694 0.17 -0.21 -0.81 0.0001
H 25.35089 7.10402 -13.84647 0.86 -0.15 -0.42 0.0001
H 24.75298 8.71690 -14.04233 0.40 0.42 -0.03 -0.0002
```
Forces are in eV/Å.

As for the total charge: 0. Its frontier orbital gap (spin up / spin down) is 7.313 / 2.323 eV. Its spin multiplicity is 7.



Record 2
The following is a quantum chemistry calculation of a structure of composition CH3N3O2S in a non-equilibrium geometry, from the Open Molecules 2025 dataset.

Structure (XYZ):
```
10
Properties=species:S:1:pos:R:3:forces:R:3:nbo_charge:R:1
C 0.35606 -0.04674 0.23848 2.80 0.19 3.39 0.0394
N -2.05415 -2.34521 0.09033 0.23 0.44 -2.56 -0.0201
N -1.96403 -2.12373 -0.99094 -0.13 -1.06 2.61 0.0195
N -0.40436 0.84185 0.67570 -1.38 -0.27 1.53 -0.6411
O -2.44155 0.32415 -1.14325 0.14 0.35 -1.07 -0.9216
O -3.29668 0.73273 1.03900 -0.19 0.08 1.09 -0.9020
S -2.56664 1.25880 -0.06968 -0.38 0.24 -0.57 1.7100
H 1.22524 -0.42804 0.89608 -1.54 0.01 -0.88 0.1610
H 0.36223 -0.35715 -0.73389 -0.21 -0.54 -2.74 0.1808
H -0.44632 0.87026 1.71484 0.66 0.56 -0.80 0.3741
```
Forces are in eV/Å.

The relative energy (zero: lowest compared OMol25 entry of this formula, charge and spin) comes out at 0.219 eV. As for the total charge: 0. Its frontier orbital gap is 10.349 eV.



Record 3
The following is a quantum chemistry calculation of a structure of composition C30H35N6O7PdS5 in a non-equilibrium geometry, from the Open Molecules 2025 dataset.

Structure (XYZ):
```
84
Properties=species:S:1:pos:R:3:forces:R:3:lowdin_spin:R:1
Pd -0.20604 1.64436 0.06161 0.25 0.02 -0.20 0.9170
N -2.01509 3.86907 1.55826 0.86 -0.74 -0.07 0.0003
N -1.66953 3.28351 0.20008 -1.02 0.72 1.28 0.0442
H -1.22635 4.44272 1.88253 -0.17 0.07 -0.67 -0.0002
H -1.89979 3.05101 2.19284 -0.56 0.32 -0.79 0.0004
H -1.76891 4.05084 -0.47618 0.03 -0.37 0.40 0.0060
H -2.45442 2.64003 0.06149 0.04 0.38 -0.06 0.0012
O 2.45830 6.62920 2.63215 0.41 0.50 0.34 0.0086
S 1.24686 5.95587 2.29829 0.83 -0.82 -0.21 0.0048
O 0.02019 6.30473 2.91903 -1.02 0.70 0.40 0.0020
N 1.44651 4.30181 2.55244 -0.15 0.45 -2.13 0.0713
C 1.35418 3.68120 1.39609 0.32 0.06 1.91 0.0285
S 1.37762 1.88620 1.61202 0.11 2.52 0.32 0.5234
C 1.15056 4.59309 0.17061 0.00 0.00 -1.05 -0.0009
C 0.98924 4.30426 -1.20963 -0.37 0.48 -0.28 -0.0002
C 0.76513 5.36047 -2.13929 0.74 0.41 2.70 0.0009
C 0.75024 6.73951 -1.69515 0.27 -3.11 0.52 -0.0030
C 0.92287 7.01871 -0.35221 -0.20 -0.59 0.64 0.0008
C 1.09671 5.93533 0.52872 -0.04 -0.47 0.18 -0.0025
H 0.94046 3.25933 -1.55704 0.33 0.57 0.21 0.0042
H 0.67981 5.07304 -3.15839 -0.23 0.13 -0.75 0.0001
H 0.58642 7.49934 -2.38850 -0.21 1.18 -1.03 -0.0002
H 0.85999 8.03098 0.04920 0.10 -0.26 -0.18 0.0001
C 5.26746 3.58563 -1.07744 0.52 0.22 0.05 -0.0003
C 4.89971 2.31685 -0.34863 0.94 -0.69 -0.09 0.0006
C 5.81559 1.52315 0.43234 -0.76 1.62 -0.56 0.0095
C 5.29362 0.35152 0.88708 -1.22 -0.91 0.12 0.0014
N 4.04347 -0.09777 0.60299 1.92 -0.16 0.75 0.0166
C 3.31745 0.69723 -0.13221 -2.38 -0.51 -0.08 0.0344
S 1.60451 0.10292 -0.31268 1.50 -1.16 -1.25 0.2834
N 3.68914 1.87280 -0.62063 -0.08 0.65 -0.30 0.0123
H 6.27648 3.92064 -0.80625 -0.25 0.06 0.10 0.0000
H 4.54247 4.41368 -0.92526 0.36 -0.68 -0.06 -0.0001
H 5.31827 3.33353 -2.15002 -0.24 0.20 0.32 -0.0001
H 6.80324 1.86634 0.75110 -0.38 -0.04 -0.31 0.0008
H 5.81941 -0.28727 1.57191 0.48 -0.21 0.09 -0.0002
C -1.54980 -3.10625 -7.24806 0.14 -1.07 -0.65 0.0000
C -2.27826 -3.33395 -5.94869 -0.93 0.50 0.63 0.0000
C -1.85004 -4.17824 -4.90315 0.54 1.05 -1.72 0.0000
C -2.41175 -4.10922 -3.66072 -1.34 1.08 -0.37 0.0000
C -3.52748 -3.26210 -3.44042 0.64 -0.91 -0.02 0.0000
C -4.13703 -2.62351 -4.52134 -0.23 0.53 0.01 0.0000
C -3.49020 -2.64407 -5.76136 0.64 -0.66 0.70 0.0000
S -4.20916 -3.25401 -1.79169 -1.02 0.70 0.22 0.0000
O -3.68912 -4.41338 -1.11240 -0.02 0.00 -0.27 0.0000
O -5.64463 -3.07126 -1.89192 0.28 -0.68 -0.19 0.0000
N -3.73875 -1.86894 -1.09881 0.72 -0.46 -1.05 0.0002
C -4.53204 -1.29312 -0.02384 1.12 0.07 0.53 0.0000
C -3.56226 -1.02396 1.18745 -0.39 1.11 -1.61 0.0017
C -2.62772 0.22139 0.95583 -0.49 -0.89 -0.06 0.0017
O -2.65056 1.11323 1.79312 -0.24 0.58 0.90 -0.0021
O -1.88616 0.23592 -0.08018 -0.93 -1.12 -0.54 0.0314
H -2.12441 -3.60056 -8.06678 0.47 0.35 0.37 0.0000
H -0.54419 -3.54713 -7.23256 -0.28 -0.05 0.02 0.0000
H -1.40144 -2.05873 -7.53720 -0.35 -0.12 0.40 0.0000
H -0.99834 -4.80339 -5.11331 0.26 -0.18 0.26 0.0000
H -1.99263 -4.70609 -2.90450 0.19 -0.49 1.13 0.0000
H -5.09336 -2.06819 -4.40998 0.86 -0.50 0.12 0.0000
H -3.89424 -2.15118 -6.62078 -0.35 0.48 -0.19 0.0000
H -2.75405 -1.61934 -1.08847 0.01 -0.07 0.06 0.0001
H -5.31419 -1.99048 0.29068 0.13 0.19 -0.18 0.0000
H -4.98615 -0.38890 -0.45634 -0.04 -0.05 0.72 0.0000
H -2.91658 -1.86998 1.38663 -0.04 -0.44 -0.15 0.0000
H -4.21071 -0.86606 2.02196 -0.04 0.39 0.82 0.0003
C 2.09159 -1.76017 6.34873 1.20 -0.38 -1.82 0.0000
C 1.56464 -2.20284 4.97277 -0.48 0.05 -0.28 0.0001
C 2.21936 -1.95303 3.75307 -0.39 0.19 -0.39 0.0003
C 1.64811 -2.42724 2.55469 0.79 0.29 -0.06 0.0000
C 0.61924 -3.34605 2.59516 0.31 0.32 0.13 -0.0001
C -0.09873 -3.53448 3.75305 -0.27 -0.90 1.00 0.0000
C 0.34528 -2.92911 4.92498 1.00 0.25 -0.03 0.0000
S 0.22858 -4.17729 1.09563 -1.79 -0.44 -0.98 0.0004
C -0.18237 -5.82731 1.72243 -0.39 0.21 1.05 0.0000
O 1.41601 -4.42119 0.27079 1.29 0.28 -0.31 0.0006
H 2.14245 -2.66496 6.94333 0.05 0.10 0.50 0.0000
H 1.49864 -0.99672 6.81173 -0.49 0.26 0.25 0.0000
H 3.12102 -1.35150 6.21299 -0.69 -0.32 0.25 0.0000
H 3.16670 -1.38939 3.64531 -0.78 -0.18 0.41 0.0001
H 1.98960 -2.09189 1.56526 0.43 -0.32 0.56 0.0004
H -0.91271 -4.28100 3.77118 0.33 0.69 0.14 0.0000
H -0.14296 -3.09272 5.87515 -0.31 -0.11 -0.04 0.0000
H 0.48832 -6.09716 2.56953 -0.58 0.14 -0.51 0.0000
H -0.02135 -6.50971 0.89000 -0.02 0.20 -0.07 0.0000
H -1.26195 -5.81862 1.98982 0.75 -0.22 0.05 0.0000
```
Forces are in eV/Å.

The relative energy (zero: lowest compared OMol25 entry of this formula, charge and spin) comes out at 2.480 eV. As for the total charge: -1. Its frontier orbital gap (spin up / spin down) is 5.469 / 5.834 eV. Its spin multiplicity is 3.